No. 1
C33H30GeIN6O4PtS as an isolated structure. Source: the OMol25 dataset; level of theory: ωB97M-V with the def2-TZVPD basis set.

## Properties
**Frontier orbital gap (spin up / spin down)**: 7.0 / 4.2 eV
**2S+1**: 6
**Net charge**: +4
**LUMO level (spin up / spin down)**: -11.207 / -14.069 eV

Each line ends with the Löwdin spin population.
Cartesian coordinates (Å):
1 Pt -0.020 -0.194 0.074  0.660
2 N 1.417 1.476 3.902  0.000
3 C 0.193 1.297 4.541  0.079
4 C -0.291 1.709 5.746  0.061
5 C -1.631 1.345 6.023  0.282
6 C -2.430 0.582 5.122  0.032
7 C -1.942 0.177 3.918  0.095
8 C -0.601 0.560 3.599  0.171
9 N 0.105 0.355 2.479  0.179
10 C 1.318 0.912 2.691  0.112
11 C 2.331 0.898 1.656  0.009
12 C 3.569 1.479 1.678  0.053
13 S 4.310 1.366 0.155  0.020
14 C 2.948 0.548 -0.449  0.013
15 N 1.997 0.345 0.426  0.014
16 H 2.202 1.995 4.270  0.000
17 H 0.283 2.290 6.456  0.000
18 H -2.065 1.660 6.964  0.011
19 H -3.439 0.331 5.418  -0.001
20 H -2.510 -0.426 3.222  0.003
21 H 4.066 1.984 2.492  0.002
22 H 2.869 0.242 -1.484  0.001
23 O 0.242 2.936 -0.759  0.382
24 N -0.012 1.881 -1.087  0.501
25 N -0.536 0.225 -3.690  0.003
26 C 0.101 -0.846 -3.263  0.012
27 O 0.229 -1.134 -2.043  0.126
28 C 0.705 -1.777 -4.273  0.007
29 I 2.334 -0.825 -5.270  0.004
30 H -1.051 0.813 -3.042  0.002
31 H -0.603 0.431 -4.677  0.000
32 H -0.025 -2.096 -5.015  0.001
33 H 1.109 -2.641 -3.757  0.000
34 C -1.367 -3.557 -0.744  0.036
35 Ge -0.091 -2.639 0.422  0.098
36 C 1.565 -3.567 -0.312  0.309
37 C 1.554 -4.996 -0.101  0.111
38 C 2.444 -5.816 -0.731  0.048
39 C 3.415 -5.241 -1.582  0.309
40 C 3.466 -3.827 -1.788  0.105
41 C 2.568 -3.019 -1.152  0.061
42 C -0.045 -3.460 2.253  0.219
43 C -1.188 -4.180 2.655  0.056
44 C -1.202 -4.942 3.809  0.078
45 C -0.063 -5.005 4.618  0.189
46 C 1.097 -4.287 4.271  0.006
47 C 2.248 -4.369 5.068  0.150
48 C 3.413 -3.676 4.720  0.087
49 C 3.428 -2.895 3.578  0.041
50 C 2.291 -2.804 2.772  0.162
51 C 1.108 -3.495 3.083  0.009
52 H -0.839 -4.168 -1.475  0.002
53 H -1.947 -2.814 -1.285  0.003
54 H -2.041 -4.192 -0.172  0.002
55 H 0.803 -5.435 0.546  0.004
56 H 2.415 -6.889 -0.596  -0.001
57 H 4.134 -5.879 -2.082  0.012
58 H 4.210 -3.416 -2.459  0.002
59 H 2.586 -1.954 -1.331  -0.001
60 H -2.081 -4.139 2.048  0.000
61 H -2.090 -5.497 4.083  0.001
62 H -0.067 -5.611 5.516  0.006
63 H 2.234 -4.986 5.959  0.004
64 H 4.294 -3.761 5.341  0.002
65 H 4.331 -2.367 3.302  0.000
66 H 2.324 -2.189 1.879  0.011
67 O -2.294 1.348 -1.698  0.001
68 C -2.773 0.505 -0.968  0.004
69 C -4.239 0.199 -0.792  0.001
70 C -4.272 -0.938 0.230  0.001
71 C -2.828 -1.139 0.603  0.006
72 O -2.377 -1.902 1.453  0.014
73 N -2.020 -0.331 -0.147  0.022
74 H -4.669 -0.061 -1.759  0.000
75 H -4.744 1.106 -0.460  0.000
76 H -4.656 -1.875 -0.179  0.000
77 H -4.862 -0.723 1.121  0.000

Atomic forces in eV per Å
-0.344 -0.146 -0.215
-0.040 -0.023 -0.017
0.022 0.028 0.014
-0.029 -0.016 -0.005
0.062 0.008 -0.030
0.009 -0.020 -0.049
-0.024 0.003 0.049
-0.015 0.048 0.005
0.085 0.070 -0.025
0.085 0.008 0.009
-0.014 0.085 -0.011
-0.015 -0.006 -0.069
-0.021 -0.003 0.021
0.030 -0.090 0.025
-0.053 -0.017 0.097
0.010 0.001 0.004
0.004 0.005 0.009
-0.006 0.004 0.015
-0.007 0.000 0.008
0.007 0.019 0.023
0.013 0.009 0.023
0.011 0.007 -0.020
-0.267 -0.120 0.061
0.408 0.195 0.138
-0.048 -0.153 -0.028
-0.104 0.196 -0.199
0.303 -0.029 -0.015
0.045 -0.048 0.071
0.022 -0.032 0.059
-0.029 0.045 0.028
0.026 -0.044 -0.006
0.050 0.089 -0.076
-0.067 -0.017 -0.032
-0.020 0.054 0.003
0.047 -0.074 0.079
-0.122 0.011 0.095
0.132 -0.006 -0.104
-0.035 0.045 0.040
0.028 0.026 -0.030
-0.055 0.026 0.066
0.107 -0.050 -0.107
0.055 0.090 -0.066
-0.017 -0.046 0.056
-0.026 0.008 -0.023
0.007 -0.002 0.008
0.005 0.022 -0.024
-0.023 -0.015 0.016
0.011 0.021 -0.026
-0.010 -0.023 0.022
0.009 0.015 -0.013
-0.049 -0.065 0.031
0.002 0.001 0.012
-0.019 -0.009 -0.016
-0.012 0.001 0.006
-0.033 0.025 0.011
0.013 -0.011 0.000
0.009 0.008 -0.012
0.023 -0.040 -0.009
-0.048 -0.034 -0.006
0.023 -0.008 0.030
0.005 -0.008 0.007
-0.004 -0.004 0.006
0.005 -0.004 0.008
0.010 0.000 0.006
0.006 0.006 -0.003
0.005 0.007 -0.009
-0.012 -0.057 0.104
-0.116 -0.021 -0.115
0.009 0.001 0.024
0.005 0.016 -0.007
0.045 0.192 0.041
-0.056 0.001 -0.074
0.007 -0.138 0.094
0.003 0.000 0.001
-0.008 -0.016 0.005
-0.009 -0.001 0.012
0.000 0.004 -0.001

=====

No. 2
BrPd2 as an isolated structure. Source: the OMol25 dataset; level of theory: ωB97M-V with the def2-TZVPD basis set.

## Properties
**Frontier orbital gap (spin up / spin down)**: 11.3 / 6.2 eV
**2S+1**: 5
**Net charge**: +3
**LUMO level (spin up / spin down)**: -16.055 / -20.137 eV

Each line ends with the natural charge from an NBO analysis.
Cartesian coordinates (Å):
1 Pd -0.650 0.228 -2.326  1.416
2 Pd 0.604 0.586 2.406  1.451
3 Br 0.046 -0.813 -0.080  0.133

Atomic forces in eV per Å
0.100 -0.283 0.281
0.021 -0.112 0.043
-0.121 0.395 -0.324

=====

No. 3
C19H30N4P2PdS as an isolated structure. Source: the OMol25 dataset; level of theory: ωB97M-V with the def2-TZVPD basis set.

## Properties
**Frontier orbital gap**: 4.6 eV
**2S+1**: 1
**LUMO level**: -0.284 eV

Each line ends with the natural charge from an NBO analysis.
Cartesian coordinates (Å):
1 Pd 0.839 -0.499 -0.855  0.470
2 C 4.166 -1.070 -1.639  -0.950
3 P 3.000 0.081 -0.865  1.012
4 C 3.345 1.664 -1.686  -0.949
5 C 3.646 0.339 0.820  -0.352
6 C 4.990 0.654 1.020  -0.187
7 C 5.475 0.915 2.290  -0.203
8 C 4.610 0.867 3.375  -0.208
9 C 3.276 0.542 3.186  -0.142
10 C 2.779 0.263 1.913  -0.328
11 P 1.031 -0.247 1.636  0.848
12 C 0.156 0.383 3.105  -0.946
13 C 1.136 -2.021 2.095  -0.931
14 H 5.178 -0.663 -1.675  0.226
15 H 3.826 -1.282 -2.652  0.256
16 H 4.170 -2.004 -1.078  0.254
17 H 4.393 1.942 -1.566  0.231
18 H 2.721 2.446 -1.254  0.244
19 H 3.114 1.581 -2.748  0.249
20 H 5.668 0.706 0.175  0.209
21 H 6.519 1.162 2.431  0.220
22 H 4.976 1.079 4.371  0.220
23 H 2.619 0.500 4.045  0.206
24 H 0.498 -0.128 4.007  0.220
25 H -0.904 0.183 2.965  0.264
26 H 0.284 1.459 3.220  0.242
27 H 1.579 -2.133 3.087  0.217
28 H 1.711 -2.583 1.362  0.249
29 H 0.125 -2.434 2.100  0.247
30 N -0.659 1.359 -1.211  -0.703
31 N -1.833 1.120 -0.406  -0.497
32 C -2.106 -1.273 -1.132  0.485
33 N -2.953 -2.266 -1.446  -0.788
34 S 0.227 -2.661 -1.657  -0.041
35 H -0.117 2.057 -0.719  0.367
36 H -0.872 1.710 -2.140  0.364
37 H -2.394 1.968 -0.414  0.354
38 H -3.932 -2.057 -1.299  0.433
39 H -2.636 -3.218 -1.488  0.401
40 C -3.351 -0.488 1.530  -0.613
41 C -3.859 -0.080 0.176  -0.186
42 C -5.207 0.064 -0.053  -0.161
43 C -5.778 0.391 -1.284  -0.457
44 C -4.864 0.587 -2.326  -0.154
45 C -3.504 0.468 -2.211  -0.198
46 C -2.626 0.615 -3.431  -0.623
47 C -2.843 0.096 -0.909  0.039
48 N -0.839 -1.456 -1.179  -0.660
49 H -4.186 -0.778 2.172  0.209
50 H -2.803 0.307 2.039  0.191
51 H -2.670 -1.355 1.480  0.179
52 H -5.857 -0.101 0.804  0.192
53 H -6.843 0.493 -1.419  0.203
54 H -5.243 0.840 -3.315  0.191
55 H -3.217 0.509 -4.342  0.218
56 H -1.836 -0.146 -3.480  0.199
57 H -2.125 1.590 -3.524  0.167

Atomic forces in eV per Å
-0.303 0.189 -0.114
0.163 0.003 -0.026
-0.087 -0.051 0.025
0.184 0.074 -0.036
0.116 0.057 -0.043
-0.006 0.012 0.020
-0.011 -0.002 -0.024
-0.020 -0.003 0.009
0.034 -0.025 -0.001
-0.095 -0.006 0.124
0.130 -0.267 -0.289
0.012 0.122 0.057
-0.060 0.024 0.115
0.006 -0.039 -0.002
-0.011 0.018 -0.004
-0.018 -0.002 0.004
-0.015 0.044 -0.037
-0.008 -0.016 0.024
-0.014 -0.025 0.005
-0.008 -0.001 0.001
-0.002 0.001 0.011
0.004 0.000 -0.003
0.008 -0.002 -0.011
-0.041 0.049 0.043
-0.048 -0.037 0.001
0.012 -0.009 -0.050
-0.012 -0.049 -0.002
0.032 0.072 -0.039
-0.005 0.019 0.004
0.249 -0.056 0.094
-0.034 -0.057 0.036
0.083 -0.057 -0.300
-0.167 0.076 0.145
0.043 0.211 -0.058
-0.067 0.083 0.007
-0.063 -0.026 0.009
-0.010 0.018 0.068
0.004 -0.091 -0.044
0.035 0.019 -0.044
0.015 -0.130 0.076
-0.138 0.052 0.015
-0.009 -0.023 0.210
0.243 0.008 -0.057
-0.151 0.036 -0.136
0.217 0.034 -0.005
-0.024 -0.068 -0.153
0.184 -0.071 -0.099
-0.279 -0.237 0.464
0.019 0.008 0.006
0.016 0.039 0.000
-0.003 0.060 -0.051
-0.006 0.001 -0.032
-0.009 0.003 -0.009
-0.003 -0.003 0.021
-0.024 0.000 0.027
-0.016 0.012 0.040
-0.042 0.010 0.008

=====

For reference, calculated total energy by record: -130495.3693 -76957.9539 -59041.0132 eV.
For reference, energy relative to the best compared isomer or geometry (same formula, charge and spin) by record: 0.000 1.216 2.819 eV.